ORCA calculation (ωB97M-V/def2-TZVPD) on a 2-piece molecular cluster, C8H8FNSi overall at a distorted geometry.

Atoms and positions in Å:
C: -1.529 -3.220 1.238
C: -1.285 -2.111 0.850
C: 1.081 0.540 1.494
C: 1.408 0.636 -0.878
C: 2.316 0.994 1.792
C: 2.706 0.988 -0.674
C: 0.568 0.440 0.215
C: 3.203 1.160 0.693
N: -0.683 0.198 0.062
F: 4.440 1.627 1.008
Si: -1.786 -0.028 -1.227
H: -1.439 -4.289 1.301
H: 0.394 0.437 2.284
H: 1.083 0.340 -1.821
H: 2.736 1.320 2.737
H: 3.458 1.061 -1.489
H: -1.523 1.050 -2.174
H: -1.431 -1.339 -1.592
H: -3.127 0.412 -0.575

Atomic forces in eV per Å
C 0.43 -1.49 -0.14
C 0.23 2.06 -0.33
C 0.02 0.88 1.95
C 1.85 -0.02 0.56
C 2.51 0.46 -1.63
C 2.87 0.36 1.31
C 0.34 -0.28 -0.57
C -1.56 0.44 -0.55
N -1.96 -1.08 1.24
F -0.86 -0.54 -0.96
Si -1.27 1.89 1.37
H -0.39 0.29 0.30
H -0.88 -0.35 0.80
H -0.59 -0.02 -1.60
H -0.50 -0.50 0.26
H -0.76 0.07 0.55
H 0.10 0.06 -0.73
H -0.37 -1.29 -1.06
H 0.78 -0.94 -0.77

Computed properties:
Highest occupied orbital energy (spin up / spin down) = -8.5224 / -9.3881 eV
Energy above the lowest of the compared OMol25 structures with the same formula, charge and spin = 3.944 eV
Spin multiplicity = 1
Electronic energy = -20503.2551 eV

ORCA calculation (ωB97M-V/def2-TZVPD) on one molecule with the formula C26H34N4O6 at a distorted geometry.

Atoms and positions in Å:
C: -4.422 -2.165 1.860
C: -3.401 -2.493 1.094
C: -1.969 -2.510 1.555
N: -1.195 -1.535 0.807
C: -0.596 -1.805 -0.369
O: -0.296 -0.923 -1.168
C: -0.233 -3.254 -0.658
C: 0.829 -3.310 -1.762
C: 2.091 -2.614 -1.270
O: 2.808 -3.104 -0.422
N: 2.323 -1.416 -1.867
C: 3.363 -0.559 -1.577
C: 4.545 -0.798 -0.833
C: 5.199 0.398 -0.882
C: 6.456 0.867 -0.254
O: 4.485 1.266 -1.615
N: 3.343 0.670 -2.044
C: -1.305 -0.146 1.267
C: -2.524 0.576 0.655
O: -3.435 0.953 1.366
N: -2.466 0.700 -0.677
C: -3.517 1.269 -1.500
C: -3.927 2.697 -1.074
C: -5.384 2.591 -0.625
C: -5.939 1.463 -1.488
C: -4.814 0.435 -1.445
C: 0.019 0.572 1.104
C: 0.131 1.850 0.598
C: 1.368 2.479 0.544
C: 2.508 1.849 1.004
O: 3.756 2.393 1.026
C: 3.933 3.663 0.447
C: 2.405 0.536 1.517
O: 3.568 -0.018 1.956
C: 3.546 -1.352 2.409
C: 1.168 -0.077 1.561
H: -5.431 -2.149 1.488
H: -4.292 -1.895 2.895
H: -3.546 -2.741 0.050
H: -1.917 -2.260 2.617
H: -1.547 -3.506 1.416
H: 0.177 -3.719 0.240
H: -1.122 -3.807 -0.970
H: 0.454 -2.839 -2.669
H: 1.074 -4.353 -1.966
H: 1.563 -0.980 -2.375
H: 4.832 -1.704 -0.348
H: 6.896 1.663 -0.849
H: 6.225 1.256 0.738
H: 7.157 0.044 -0.155
H: -1.518 -0.200 2.343
H: -1.628 0.349 -1.129
H: -3.119 1.283 -2.518
H: -3.287 3.064 -0.274
H: -3.836 3.374 -1.924
H: -5.926 3.527 -0.747
H: -5.414 2.294 0.423
H: -6.879 1.065 -1.109
H: -6.096 1.811 -2.511
H: -4.867 -0.293 -2.254
H: -4.845 -0.095 -0.493
H: -0.740 2.380 0.248
H: 1.422 3.475 0.136
H: 3.351 4.429 0.971
H: 3.666 3.656 -0.613
H: 4.994 3.887 0.550
H: 2.911 -1.465 3.294
H: 3.213 -2.039 1.625
H: 4.575 -1.583 2.677
H: 1.080 -1.079 1.952

Atomic forces in eV per Å
C -0.07 -0.08 -0.01
C 0.14 -0.15 0.10
C -0.24 -0.27 0.00
N 0.12 0.24 0.28
C -0.06 -0.42 -0.05
O -0.02 -0.06 -0.21
C 0.21 0.08 -0.22
C -0.09 0.07 0.24
C -0.29 -0.03 -0.45
O 0.16 -0.17 0.21
N -0.04 0.32 -0.43
C 0.82 0.62 0.21
C 0.22 0.50 -0.16
C -0.32 -0.77 -0.04
C -0.23 0.13 -0.03
O 0.72 0.13 0.34
N -1.11 -0.56 -0.42
C -0.05 0.22 0.01
C 0.53 -0.26 0.04
O -0.37 0.29 0.20
N 0.18 -0.08 -0.42
C -0.16 0.00 0.15
C -0.05 0.06 0.08
C -0.04 0.13 -0.08
C 0.01 -0.07 0.11
C -0.05 0.02 -0.16
C 0.07 0.33 0.05
C -0.16 -0.25 0.19
C 0.36 0.07 0.08
C 0.04 -0.04 0.05
O -0.15 -0.34 0.13
C -0.03 0.18 -0.11
C 0.16 0.06 0.05
O -0.16 0.42 -0.05
C -0.06 -0.22 0.05
C 0.19 0.02 0.04
H -0.19 0.01 -0.13
H 0.10 0.09 0.23
H -0.10 -0.02 -0.16
H 0.06 -0.07 -0.07
H 0.03 0.10 0.06
H -0.11 -0.04 -0.01
H -0.01 -0.03 0.09
H 0.01 -0.08 0.00
H 0.05 0.08 -0.01
H 0.00 -0.21 0.13
H 0.10 -0.15 0.15
H 0.11 0.03 -0.03
H 0.03 0.05 0.08
H 0.06 -0.02 -0.02
H -0.07 -0.01 -0.25
H -0.09 0.02 0.13
H -0.02 -0.01 0.10
H 0.08 0.06 -0.04
H 0.01 0.04 -0.02
H -0.04 0.05 0.05
H -0.03 0.03 0.03
H -0.09 -0.01 -0.06
H -0.07 0.02 -0.06
H 0.03 -0.08 0.00
H 0.01 -0.04 0.01
H -0.09 0.05 -0.06
H 0.07 0.11 -0.04
H 0.02 -0.03 -0.02
H 0.00 0.00 0.04
H -0.06 0.04 -0.03
H 0.02 0.02 -0.01
H 0.00 0.05 0.04
H -0.06 -0.04 0.02
H 0.05 -0.12 0.06

Computed properties:
Highest occupied orbital energy = -7.8355 eV
Energy above the lowest of the compared OMol25 structures with the same formula, charge and spin = 0.064 eV
Spin multiplicity = 1
Electronic energy = -45758.7656 eV
SMILES = C=CCN(C(=O)CCC(=O)Nc1cc(C)on1)[C@H](C(=O)NC1CCCC1)c1ccc(OC)c(OC)c1

ORCA calculation (ωB97M-V/def2-TZVPD) on a 6-piece molecular cluster, C30H47BO16S overall at a distorted geometry.

Atoms and positions in Å:
C: -1.505 2.264 -2.408
C: -0.328 2.375 -2.261
C: 1.105 2.358 -1.999
C: 1.747 0.947 -2.013
O: 2.832 0.838 -1.129
C: 3.917 1.713 -1.368
C: 5.039 1.432 -0.372
C: 5.246 -0.067 -0.066
C: 2.151 0.643 -3.463
O: 3.014 -0.511 -3.523
S: 2.154 -1.828 -3.320
O: 3.024 -2.961 -3.265
O: 1.102 -1.890 -4.295
C: 1.425 -1.558 -1.724
C: 0.760 -0.160 -1.582
B: 0.268 -0.058 -0.067
O: 1.108 -0.021 1.028
O: -1.094 0.010 0.162
H: -2.565 2.193 -2.510
H: 1.590 2.967 -2.769
H: 1.357 2.844 -1.055
H: 3.637 2.762 -1.232
H: 4.324 1.610 -2.378
H: 5.959 1.866 -0.759
H: 4.774 1.950 0.547
H: 5.101 -0.241 0.998
H: 6.282 -0.327 -0.271
H: 4.637 -0.723 -0.682
H: 2.735 1.477 -3.849
H: 1.282 0.541 -4.109
H: 0.646 -2.319 -1.691
H: 2.156 -1.759 -0.946
H: -0.119 -0.174 -2.219
H: 1.683 -0.786 1.120
H: -1.292 -0.711 0.780
O: -2.937 -2.374 1.594
C: -3.576 -2.569 0.596
C: -4.986 -2.090 0.313
C: -5.394 -2.948 -0.885
C: -4.049 -3.206 -1.550
O: -3.091 -3.234 -0.469
H: -4.947 -1.028 0.064
H: -5.622 -2.245 1.180
H: -6.115 -2.481 -1.545
H: -5.818 -3.888 -0.538
H: -3.764 -2.408 -2.237
H: -4.011 -4.154 -2.078
O: -5.935 5.422 -1.865
C: -5.128 5.110 -1.042
C: -4.483 5.998 0.007
C: -3.290 5.160 0.465
C: -3.795 3.744 0.229
O: -4.673 3.839 -0.906
H: -5.203 6.163 0.810
H: -4.191 6.949 -0.428
H: -2.984 5.340 1.493
H: -2.433 5.358 -0.181
H: -4.366 3.358 1.077
H: -2.991 3.047 -0.001
O: -7.907 -4.042 -2.053
C: -8.721 -4.030 -1.179
C: -9.442 -5.215 -0.564
C: -10.598 -4.549 0.180
C: -10.008 -3.186 0.520
O: -9.103 -2.889 -0.559
H: -8.755 -5.724 0.114
H: -9.774 -5.902 -1.337
H: -10.941 -5.096 1.056
H: -11.447 -4.427 -0.494
H: -9.440 -3.200 1.452
H: -10.756 -2.400 0.577
O: 8.691 -0.535 -1.050
C: 9.101 -1.118 -0.093
C: 10.446 -1.801 0.070
C: 10.228 -2.677 1.301
C: 9.176 -1.884 2.066
O: 8.390 -1.227 1.059
H: 11.203 -1.034 0.239
H: 10.693 -2.372 -0.820
H: 11.129 -2.865 1.882
H: 9.816 -3.640 0.998
H: 9.618 -1.121 2.710
H: 8.524 -2.515 2.664
O: 3.318 2.990 1.702
C: 2.978 2.919 2.846
C: 2.329 1.745 3.549
C: 1.789 2.382 4.828
C: 2.768 3.529 5.045
O: 3.173 3.932 3.725
H: 3.099 0.999 3.755
H: 1.553 1.311 2.927
H: 1.731 1.704 5.677
H: 0.789 2.779 4.646
H: 3.657 3.218 5.598
H: 2.321 4.382 5.550

Atomic forces in eV per Å
C -0.99 0.12 -0.12
C 0.70 -0.18 0.42
C 0.32 0.22 -0.31
C -0.76 -0.68 -0.33
O 0.03 0.32 -0.16
C 0.88 0.32 0.08
C -0.53 -0.45 0.26
C 0.77 0.45 -0.17
C 0.66 1.09 0.12
O -0.52 -0.25 -0.10
S -0.19 -1.49 -0.19
O 0.41 0.60 0.23
O -0.07 0.61 0.15
C -0.47 0.38 -0.01
C 0.55 -0.32 0.52
B -0.40 0.53 -0.20
O -0.54 -0.77 0.19
O 0.35 -0.68 -0.29
H 0.13 0.03 -0.07
H 0.08 0.06 0.05
H -0.22 -0.10 0.17
H -0.28 0.01 -0.09
H -0.23 -0.24 -0.14
H 0.00 0.10 -0.06
H 0.22 -0.03 -0.08
H -0.29 -0.29 -0.01
H 0.02 -0.10 0.00
H -0.25 -0.02 0.12
H 0.21 -0.16 -0.12
H -0.10 -0.22 0.03
H 0.03 -0.14 0.09
H 0.31 0.00 -0.19
H -0.02 0.26 -0.15
H 0.51 0.36 -0.20
H -0.43 0.45 0.51
O 0.30 -0.07 -0.09
C -0.19 0.42 0.13
C -0.11 -0.49 -0.31
C 0.18 0.25 0.20
C -0.16 -0.02 -0.15
O 0.06 -0.05 0.02
H 0.02 0.03 0.09
H 0.08 0.19 0.10
H 0.00 0.00 -0.06
H -0.01 -0.04 -0.03
H 0.02 0.03 0.04
H 0.14 -0.03 0.07
O 0.01 -0.08 -0.11
C -0.17 0.18 0.13
C 0.43 -0.23 -0.03
C -0.07 0.14 0.00
C 0.20 -0.05 0.12
O 0.07 -0.04 -0.02
H -0.05 0.06 -0.04
H -0.20 0.08 0.00
H -0.05 -0.05 0.02
H 0.01 -0.04 0.00
H -0.03 0.03 0.00
H -0.09 -0.08 -0.10
O -0.16 0.02 -0.15
C 0.14 -0.23 0.03
C -0.41 0.25 0.06
C 0.05 -0.11 -0.03
C -0.12 -0.04 0.09
O -0.03 0.03 0.03
H 0.04 -0.04 -0.06
H 0.20 -0.09 -0.02
H 0.05 0.03 0.04
H -0.01 0.02 0.01
H 0.02 -0.02 -0.01
H 0.08 0.09 -0.08
O -0.13 0.01 0.00
C 0.23 0.16 -0.09
C -0.18 -0.36 0.27
C 0.09 0.02 -0.08
C 0.05 -0.10 0.08
O 0.06 -0.07 0.02
H 0.01 0.02 -0.08
H 0.06 0.17 -0.11
H -0.01 0.06 0.03
H -0.01 0.00 0.02
H 0.02 0.01 -0.02
H -0.11 0.08 -0.04
O -0.19 0.29 0.06
C 0.14 -0.26 -0.06
C -0.33 0.28 0.28
C 0.03 -0.10 -0.05
C -0.07 -0.04 0.12
O -0.05 0.05 0.03
H 0.01 -0.03 -0.08
H 0.17 -0.12 -0.13
H 0.06 0.02 0.01
H 0.00 0.01 0.02
H 0.01 -0.02 -0.01
H 0.07 0.09 -0.09

Computed properties:
Highest occupied orbital energy = -9.4747 eV
Energy above the lowest of the compared OMol25 structures with the same formula, charge and spin = 0.356 eV
Spin multiplicity = 1
Electronic energy = -76145.0663 eV
SMILES = C#CC[C@]1(OCCC)COS(=O)(=O)C[C@H]1B(O)O.O=C1CCCO1.O=C1CCCO1.O=C1CCCO1.O=C1CCCO1.O=C1CCCO1

Q: What is the spin multiplicity in the first record?
A: 1

Q: Look up the spin multiplicity of the first one.
A: 1